Formula: C4H6N2O
Source: OMol25
Level of theory: wB97M-V/def2-TZVPD

The electronic energy is -9270.83078 eV. As for the SMILES: Cc1cc(O)n[nH]1. The value obtained for the LUMO energy is 0.0259 hartree. As for the spin multiplicity: 1. The energy above the lowest of the compared OMol25 structures with the same formula, charge and spin comes out at 257.7 kJ/mol. The maximum force comes out at 1.232 eV/A. Its gap between HOMO and LUMO is 0.3437 hartree. Its charge is 0.

XYZ file:
```
13
Properties=species:S:1:pos:R:3:lowdin_charge:R:1
C -1.758 0.231 -0.184 -0.037
C -0.633 -0.730 0.086 -0.308
C 0.412 -0.820 -0.819 0.015
C 1.446 -0.139 -0.153 -0.435
O 2.574 0.314 -0.728 0.070
N 1.157 0.159 1.104 0.103
N -0.075 -0.383 1.279 -0.035
H -1.117 1.137 -0.044 0.103
H -2.547 0.266 0.568 0.073
H -2.162 0.196 -1.194 0.080
H 0.368 -1.126 -1.855 0.113
H 2.983 0.898 -0.074 0.112
H -0.648 -0.002 2.016 0.144
```